Entry 1:
Here is a molecular structure, C3H2Cl2O in a non-equilibrium geometry from OMol25. Energies are from ωB97M-V with the def2-TZVPD basis set.

Structure (XYZ):
```
8
C3H2Cl2O | OMol25 | ωB97M-V with the def2-TZVPD basis set
Cl -1.318 1.794 -1.019
Cl 1.953 0.911 -1.825
O 0.084 0.810 1.028
C -0.411 -0.798 -0.137
C -0.527 0.632 -0.185
C 0.213 -0.611 1.057
H 0.696 -1.128 1.856
H -0.690 -1.609 -0.773
```

Highest occupied orbital energy (alpha / beta) = -0.3490 / -0.3117 hartree
Total charge = 0
Kohn-Sham gap (alpha / beta) = 7.546 / 5.592 eV

These are the Löwdin partial charges, in e, on atoms 1 to 2: 0.87 -0.25


Entry 2:
Here is a molecular structure, C3H2Cl2O2 in a non-equilibrium geometry from OMol25. Energies are from ωB97M-V with the def2-TZVPD basis set.

Structure (XYZ):
```
9
C3H2Cl2O2 | OMol25 | ωB97M-V with the def2-TZVPD basis set
Cl 3.341 0.725 0.634
Cl -3.208 -0.925 2.498
O 0.713 -0.179 -2.123
O -0.763 -0.845 -0.793
C 1.880 0.006 -1.507
C 2.270 0.512 -0.461
C -0.094 0.100 -1.134
H -0.352 1.013 -0.655
H -3.787 -0.407 3.540
```

Highest occupied orbital energy = -0.3575 hartree
Total charge = 0
Kohn-Sham gap = 9.523 eV

These are the Löwdin partial charges, in e, on atoms 1 to 2: 0.83 0.24


Entry 3:
Here is a molecular structure, C3H2Cl2O4ScV in a non-equilibrium geometry from OMol25. Energies are from ωB97M-V with the def2-TZVPD basis set.

Structure (XYZ):
```
13
C3H2Cl2O4ScV | OMol25 | ωB97M-V with the def2-TZVPD basis set
V -1.052 -1.151 -2.746
Sc 0.478 0.145 1.327
Cl -0.709 2.116 0.993
Cl -0.883 -1.556 -0.602
O 2.143 2.723 2.279
O 1.098 -2.940 -3.732
O 0.385 1.482 -2.837
O -0.896 -0.253 2.877
C 1.874 1.631 1.997
C -0.173 0.446 -2.834
C 0.270 -2.227 -3.325
H -1.684 0.329 2.887
H -0.852 -0.746 3.716
```

Spin multiplicity = 3
Highest occupied orbital energy (alpha / beta) = -0.9604 / -0.9611 hartree
Total charge = +4
⟨S²⟩ = 2.04
Kohn-Sham gap (alpha / beta) = 4.679 / 5.591 eV

These are the Löwdin partial charges, in e, on atoms 1 to 2: 1.05 0.98


Entry 4:
Here is a single C3H2Cl2OS2 molecule in a non-equilibrium geometry from OMol25. Energies are from ωB97M-V with the def2-TZVPD basis set.

Structure (XYZ):
```
10
C3H2Cl2OS2 | OMol25 | ωB97M-V with the def2-TZVPD basis set
Cl 2.482 0.131 -3.265
Cl -0.185 0.184 -4.353
S 0.445 1.492 -1.835
S 0.457 -1.618 -1.827
O -0.643 2.130 -2.519
C -0.117 0.565 -0.434
C 0.821 -0.064 -2.937
C -0.227 -0.769 -0.535
H -0.351 1.346 0.253
H -0.438 -1.527 0.223
```

Highest occupied orbital energy = -0.3394 hartree
Total charge = 0
Kohn-Sham gap = 9.389 eV

These are the Löwdin partial charges, in e, on atoms 1 to 2: 0.59 0.62


Entry 5:
Here is 2 unconnected molecules or ions with the total composition C3H2Cl2S in a non-equilibrium geometry from OMol25. Energies are from ωB97M-V with the def2-TZVPD basis set.

Structure (XYZ):
```
8
C3H2Cl2S | OMol25 | ωB97M-V with the def2-TZVPD basis set
Cl -1.381 1.646 -0.848
Cl -3.147 -0.312 0.423
S 2.314 1.590 0.443
C 2.147 0.117 -0.007
C -0.482 -0.663 -0.095
C -1.590 0.053 -0.211
H 2.727 -0.730 0.065
H -0.587 -1.701 0.229
```

Highest occupied orbital energy (alpha / beta) = -0.3497 / -0.3040 hartree
Total charge = 0
Kohn-Sham gap (alpha / beta) = 8.753 / 7.023 eV

These are the Löwdin partial charges, in e, on atoms 1 to 2: 0.57 0.61


Entry 6:
Here is a single C3H2Cl3N molecule in a non-equilibrium geometry from OMol25. Energies are from ωB97M-V with the def2-TZVPD basis set.

Structure (XYZ):
```
9
C3H2Cl3N | OMol25 | ωB97M-V with the def2-TZVPD basis set
Cl 0.232 -1.172 -1.886
Cl 0.452 1.622 -1.733
Cl -2.007 0.190 -0.835
N -0.513 -1.658 2.083
C -0.242 0.186 -0.931
C -0.170 -0.776 1.433
C 0.412 0.216 0.619
H 1.437 0.079 0.482
H 0.399 1.313 0.768
```

Highest occupied orbital energy = -0.4182 hartree
Total charge = 0
SMILES = N#CCC(Cl)(Cl)Cl
Kohn-Sham gap = 11.780 eV

These are the Löwdin partial charges, in e, on atoms 1 to 2: 0.60 0.57


Per-record energy above the lowest of the compared OMol25 structures with the same formula, charge and spin, kcal/mol: 97.9, 114.8, 3.4, 46.5, 100.5, 4.5
Per-record DFT total energy, eV: -30231.0498, -32278.3624, -82712.9852, -51903.5716, -39017.7493, -42199.7347